The ion C5H11IN with charge +1 at a distorted geometry. Source: the OMol25 dataset; level of theory: the ωB97M-V functional and the def2-TZVPD basis.

```
18
Properties=species:S:1:pos:R:3
C 1.0338 -1.4898 -1.4410
C 1.2435 -0.5140 -0.3689
I 3.2187 -0.1197 0.1993
N 0.1575 -0.0692 0.5281
C -0.3664 -1.1438 1.3906
C -0.9299 0.7014 -0.1100
C -0.6007 2.0968 -0.5121
H 1.8767 -2.0054 -1.8213
H -0.0345 -1.8527 -1.4491
H 0.5063 0.6406 1.1410
H -1.4543 -1.1569 1.3971
H -0.0723 -2.1281 1.1989
H 0.0126 -0.9083 2.4377
H -1.2207 0.1687 -1.1259
H -1.7797 0.5568 0.4705
H -1.0356 2.7602 0.0969
H 0.4560 2.1813 -0.4810
H -1.0110 2.2822 -1.5508
```

Lowest unoccupied orbital energy: -3.99 eV
SMILES: C=C(I)[N@H+](C)CC
ΔE to the lowest compared entry with this formula, charge and spin: 59.21 kcal/mol
HOMO-LUMO gap: 9.2 eV
Total charge: +1
E: -549.20810 a.u.

=====

The molecule C3H4N4O4 at a distorted geometry. Source: the OMol25 dataset; level of theory: the ωB97M-V functional and the def2-TZVPD basis.

```
15
Properties=species:S:1:pos:R:3
C 0.3553 -0.3916 1.6313
C 0.0455 -0.3733 -0.0330
C -0.4455 0.7787 -2.1466
N 0.5501 -1.6206 1.9394
N 0.1121 -1.6311 -0.3584
N -0.1217 0.7366 -0.7418
N 0.3020 0.7598 2.4306
O -0.0659 -2.2890 -1.3694
O 0.6052 0.6680 3.5941
O -0.0589 1.7807 1.8619
O 0.4502 -2.4093 0.9333
H -0.4067 -0.2182 -2.5767
H -1.4428 1.1986 -2.2924
H 0.2780 1.4114 -2.6619
H -0.1568 1.5993 -0.2104
```

Lowest unoccupied orbital energy (alpha / beta): 0.06 / -3.34 eV
ΔE to the lowest compared entry with this formula, charge and spin: 8.04 kcal/mol
HOMO-LUMO gap (alpha / beta): 6.4 / 6.6 eV
Total charge: 0
E: -636.32495 a.u.
Spin multiplicity: 3

=====

The molecule C3H6N2O at a distorted geometry. Source: the OMol25 dataset; level of theory: the ωB97M-V functional and the def2-TZVPD basis.

```
12
Properties=species:S:1:pos:R:3
O -1.1132 -2.0357 0.3950
N -1.6737 -0.8360 -0.2807
C -0.6296 -0.1263 -0.0906
C 0.2751 0.6005 -1.0331
N 1.2435 0.7649 0.0707
C 0.2718 0.2648 1.0671
H -0.7476 -2.4058 -0.4301
H -0.1865 1.4737 -1.4803
H 0.6661 -0.0607 -1.8283
H 1.5348 1.7229 0.2065
H -0.2796 1.0751 1.5871
H 0.6389 -0.4374 1.8170
```

Lowest unoccupied orbital energy: 0.36 eV
SMILES: ON=C1CNC1
ΔE to the lowest compared entry with this formula, charge and spin: 129.20 kcal/mol
HOMO-LUMO gap: 9.5 eV
Total charge: 0
E: -302.48721 a.u.

=====

A structure of composition C4H7NO2 at a distorted geometry. Source: the OMol25 dataset; level of theory: the ωB97M-V functional and the def2-TZVPD basis.

```
14
Properties=species:S:1:pos:R:3
O -2.1887 -0.5362 -0.8270
C -1.1664 -0.0534 -0.0200
C -0.1235 -1.0346 0.5966
N 0.7678 -0.0607 1.1121
C 1.2458 0.6951 -0.0315
C -0.1808 0.8458 -0.8017
O -0.5158 1.5076 -1.7061
H -2.2263 0.0734 -1.5812
H -1.6077 0.5564 0.8169
H -0.6051 -1.6785 1.3650
H 1.1103 -1.7184 -0.3703
H 1.4825 -0.5055 1.6554
H 2.4799 0.1711 -0.3140
H 1.5279 1.7378 0.1058
```

Lowest unoccupied orbital energy: 0.37 eV
ΔE to the lowest compared entry with this formula, charge and spin: 126.39 kcal/mol
HOMO-LUMO gap: 9.4 eV
Total charge: 0
E: -361.67944 a.u.

=====

A cluster of 2 separate species, CH6N2S in total at a distorted geometry. Source: the OMol25 dataset; level of theory: the ωB97M-V functional and the def2-TZVPD basis.

```
10
Properties=species:S:1:pos:R:3
H 0.9000 0.9528 0.6372
N 0.5195 0.5568 -0.2412
C 0.3331 -0.7137 -0.3516
N 1.2435 -1.7407 -0.2146
H -0.6874 -1.1250 -0.5043
H 2.1636 -1.5348 0.1954
H 0.8806 -2.6761 -0.0965
S -2.2295 1.8986 -0.1983
H -2.1153 2.3524 1.0852
H -1.0082 2.0297 -0.3114
```

Lowest unoccupied orbital energy: 0.94 eV
SMILES: [H]/N=C\N.S
ΔE to the lowest compared entry with this formula, charge and spin: 32.72 kcal/mol
HOMO-LUMO gap: 9.3 eV
Total charge: 0
E: -549.33506 a.u.

=====

A cluster of 2 separate species, C5H7Cl3NO4P in total at a distorted geometry. Source: the OMol25 dataset; level of theory: the ωB97M-V functional and the def2-TZVPD basis.

```
21
Properties=species:S:1:pos:R:3
O 0.8604 3.0593 0.4464
C 0.9143 3.0549 -0.7671
N 0.0528 3.4171 -1.6418
C -0.9046 3.1019 -2.2868
C -1.8858 2.7196 -3.0068
Cl -1.5216 1.8770 -4.4483
Cl -3.5902 2.8085 -2.7180
H 1.9409 2.6789 -1.1654
C 0.8795 -0.1136 0.9589
O 0.1164 0.2852 -0.1867
P -0.0470 -0.7415 -1.3617
O 0.2880 -2.0904 -1.0495
Cl 1.2245 0.0810 -2.7015
O -1.4684 -0.4823 -1.8527
C -2.4622 -1.5117 -1.6819
H 1.6324 -0.9958 0.6525
H 0.2595 -0.6653 1.6684
H 1.3144 0.7355 1.3290
H -2.0075 -2.3770 -1.0550
H -2.7242 -1.9288 -2.6382
H -3.4127 -1.1881 -1.0821
```

Lowest unoccupied orbital energy: -0.48 eV
SMILES: O=CN=C=C(Cl)Cl.COP(=O)(Cl)OC
ΔE to the lowest compared entry with this formula, charge and spin: 3.85 kcal/mol
HOMO-LUMO gap: 8.8 eV
Total charge: 0
E: -2272.35730 a.u.

=====

Question: Which of these has the highest total charge?
Answer: C5H11IN

=====

Question: What is the formula in the sixth record?
Answer: C5H7Cl3NO4P